Entry 1:
Below is 11 unconnected molecules or ions with the total composition C52H132F8N9O21P2S8, with properties calculated with ωB97M-V with the def2-TZVPD basis set.

The frontier orbital gap is 6.52 eV. Its HOMO energy is -0.4769 Eh. The LUMO energy comes out at -6.458 eV.

The geometry in ORCA input format:
```
! RIJCOSX wB97M-V def2-TZVPD def2/J DEFGRID3
* xyz 3 1
C -7.706 -28.046 -8.455
C -7.910 -26.522 -8.337
C -6.512 -25.836 -8.186
O -6.606 -24.390 -8.113
C -5.390 -23.661 -8.375
N -8.656 -25.911 -9.561
H -8.025 -25.577 -10.276
H -9.227 -26.629 -9.984
H -9.274 -25.121 -9.444
H -6.932 -28.420 -9.126
H -8.671 -28.469 -8.736
H -7.606 -28.573 -7.507
H -8.669 -26.300 -7.586
H -5.944 -26.080 -9.084
H -5.889 -26.198 -7.368
H -4.547 -23.895 -7.725
H -5.669 -22.609 -8.441
H -5.062 -23.976 -9.366
C -10.250 -26.809 -14.569
C -10.568 -25.504 -13.873
C -11.997 -25.070 -14.038
O -12.162 -24.531 -15.362
C -13.385 -23.722 -15.536
N -10.039 -25.569 -12.444
H -9.036 -25.456 -12.427
H -10.305 -24.898 -11.738
H -10.234 -26.410 -11.920
H -9.186 -26.981 -14.732
H -10.721 -26.670 -15.542
H -10.805 -27.647 -14.146
H -9.914 -24.820 -14.415
H -12.233 -24.312 -13.292
H -12.609 -25.904 -13.696
H -13.661 -23.844 -16.583
H -13.422 -22.652 -15.331
H -14.215 -24.161 -14.983
C -9.625 -27.933 -18.556
C -10.604 -27.693 -19.659
C -12.044 -27.765 -19.222
O -12.962 -27.446 -20.283
C -14.284 -27.790 -20.199
N -10.398 -26.315 -20.268
H -10.103 -25.547 -19.682
H -9.699 -26.469 -20.981
H -11.180 -26.020 -20.835
H -9.777 -27.300 -17.681
H -8.599 -27.624 -18.751
H -9.593 -28.952 -18.172
H -10.486 -28.444 -20.440
H -12.251 -27.051 -18.425
H -12.128 -28.746 -18.755
H -14.631 -27.162 -19.379
H -14.534 -28.833 -20.001
H -14.646 -27.317 -21.111
C -11.857 -20.366 -16.504
C -13.115 -20.262 -17.403
C -14.010 -19.110 -16.923
O -14.289 -19.267 -15.566
C -15.318 -18.404 -15.116
N -12.577 -19.991 -18.756
H -12.008 -20.718 -19.166
H -13.310 -19.835 -19.433
H -12.025 -19.145 -18.750
H -11.375 -19.394 -16.401
H -11.137 -21.129 -16.800
H -12.098 -20.653 -15.480
H -13.577 -21.242 -17.520
H -14.948 -19.069 -17.477
H -13.560 -18.121 -17.011
H -15.597 -18.590 -14.079
H -16.206 -18.349 -15.746
H -14.932 -17.390 -15.220
C -13.672 -28.948 -14.731
C -15.024 -29.103 -15.358
C -15.181 -28.406 -16.803
O -14.888 -27.041 -16.649
C -15.981 -26.277 -16.296
N -15.459 -30.573 -15.420
H -16.196 -30.769 -16.082
H -14.763 -31.178 -15.832
H -15.656 -30.965 -14.511
H -12.887 -29.560 -15.177
H -13.615 -29.331 -13.712
H -13.299 -27.940 -14.911
H -15.747 -28.672 -14.666
H -16.116 -28.680 -17.292
H -14.545 -28.992 -17.467
H -16.746 -26.144 -17.061
H -15.611 -25.303 -15.977
H -16.525 -26.675 -15.439
C -9.015 -31.620 -26.096
C -8.466 -30.440 -25.289
C -7.512 -30.873 -24.226
C -7.319 -29.720 -23.148
P -6.322 -30.095 -21.739
C -7.239 -31.409 -20.859
C -8.665 -31.113 -20.258
C -9.246 -32.231 -19.269
C -9.761 -33.483 -19.958
C -4.659 -30.548 -22.293
C -3.712 -29.472 -22.746
C -4.119 -28.560 -23.941
C -4.166 -29.389 -25.220
C -6.346 -28.638 -20.685
C -5.796 -28.691 -19.186
C -5.947 -27.386 -18.424
C -6.371 -27.541 -16.968
H -8.338 -32.474 -26.073
H -9.219 -31.377 -27.138
H -9.873 -32.024 -25.559
H -9.284 -29.962 -24.750
H -8.093 -29.703 -26.000
H -6.580 -31.142 -24.724
H -7.874 -31.804 -23.790
H -8.258 -29.445 -22.666
H -6.963 -28.782 -23.572
H -6.582 -31.673 -20.031
H -7.240 -32.090 -21.710
H -9.351 -30.786 -21.040
H -8.469 -30.212 -19.676
H -10.019 -31.740 -18.678
H -8.499 -32.394 -18.492
H -10.408 -34.149 -19.387
H -8.931 -34.037 -20.398
H -10.415 -33.196 -20.780
H -4.915 -31.263 -23.075
H -4.351 -31.040 -21.371
H -2.694 -29.847 -22.855
H -3.595 -28.770 -21.921
H -3.403 -27.743 -24.033
H -5.116 -28.151 -23.777
H -3.313 -30.053 -25.363
H -4.317 -28.715 -26.062
H -5.030 -30.053 -25.182
H -7.287 -28.089 -20.682
H -5.676 -27.880 -21.093
H -4.738 -28.924 -19.311
H -6.227 -29.540 -18.655
H -6.441 -26.574 -18.956
H -4.933 -26.986 -18.453
H -6.160 -26.585 -16.489
H -5.829 -28.335 -16.453
H -7.449 -27.676 -16.877
C -10.175 -23.827 -27.028
C -11.123 -22.580 -26.991
C -11.742 -22.488 -25.587
C -12.554 -21.243 -25.312
P -13.369 -21.008 -23.644
C -15.170 -20.624 -23.789
C -16.083 -21.830 -24.317
C -17.586 -21.591 -24.159
C -18.213 -20.635 -25.184
C -12.413 -19.718 -22.756
C -10.878 -20.027 -22.681
C -10.235 -19.067 -21.737
C -10.033 -17.661 -22.335
C -13.266 -22.603 -22.670
C -14.030 -22.581 -21.279
C -13.738 -23.881 -20.518
C -14.652 -24.219 -19.335
H -9.517 -23.622 -27.872
H -10.741 -24.750 -27.154
H -9.572 -23.881 -26.122
H -11.929 -22.820 -27.685
H -10.542 -21.723 -27.330
H -10.880 -22.363 -24.933
H -12.211 -23.409 -25.241
H -13.405 -21.250 -25.993
H -11.965 -20.326 -25.304
H -15.349 -19.746 -24.409
H -15.395 -20.349 -22.759
H -15.944 -22.682 -23.652
H -15.872 -22.122 -25.346
H -17.844 -21.324 -23.135
H -18.173 -22.509 -24.178
H -19.054 -20.112 -24.729
H -18.675 -21.244 -25.961
H -17.483 -20.030 -25.721
H -12.888 -19.562 -21.788
H -12.703 -18.864 -23.368
H -10.361 -19.866 -23.627
H -10.606 -21.048 -22.414
H -9.244 -19.420 -21.450
H -10.668 -19.080 -20.737
H -9.277 -17.650 -23.121
H -9.640 -17.005 -21.558
H -11.023 -17.349 -22.668
H -12.259 -22.993 -22.523
H -13.695 -23.308 -23.383
H -15.082 -22.540 -21.561
H -13.779 -21.718 -20.662
H -12.690 -23.938 -20.223
H -13.863 -24.696 -21.230
H -14.706 -23.361 -18.665
H -14.454 -25.019 -18.621
H -15.673 -24.392 -19.677
N -10.371 -27.915 -10.851
S -9.720 -29.356 -11.526
O -10.388 -29.939 -12.670
O -9.123 -30.249 -10.547
F -8.393 -28.687 -12.200
S -11.769 -28.436 -10.675
O -11.986 -29.640 -9.850
O -12.754 -28.113 -11.722
F -12.133 -27.264 -9.622
N -9.422 -24.270 -18.927
S -9.280 -22.736 -19.677
O -7.979 -22.052 -19.949
O -10.458 -21.859 -19.493
F -9.604 -23.199 -21.202
S -8.534 -23.838 -17.777
O -9.050 -22.875 -16.791
O -7.077 -23.692 -17.997
F -8.604 -25.326 -17.107
N -7.308 -25.311 -12.216
S -6.781 -24.233 -13.106
O -6.879 -24.521 -14.566
O -5.749 -23.297 -12.625
F -8.122 -23.290 -13.006
S -5.978 -26.256 -12.580
O -4.644 -25.806 -12.193
O -5.978 -27.064 -13.778
F -6.253 -27.340 -11.400
N -10.400 -23.706 -10.309
S -10.097 -22.212 -10.268
O -10.314 -21.529 -8.992
O -10.135 -21.372 -11.509
F -8.487 -22.346 -10.165
S -12.059 -23.310 -10.260
O -12.651 -22.547 -11.360
O -12.594 -23.007 -8.930
F -12.578 -24.757 -10.546
*
```

Here are the Löwdin charges for atoms 1 to 4, given in e: atom 1 (C): -0.0328, atom 2 (C): -0.2124, atom 3 (C): -0.1494, atom 4 (O): -0.2018



Entry 2:
Below is 8 unconnected molecules or ions with the total composition C23H67N11O8, with properties calculated with ωB97M-V with the def2-TZVPD basis set.

The frontier orbital gap is 8.76 eV. Its HOMO energy is -0.3148 Eh. The energy above the lowest of the compared OMol25 structures with the same formula, charge and spin is 28.58 kcal/mol. The LUMO energy comes out at 0.196 eV. Its SMILES is COC[C@H](C)N.COC[C@H](C)N.COC[C@H](C)N.COC[C@H](C)N.COC[C@H](C)N.NC(N)=O.NC(N)=O.NC(N)=O.

The geometry in ORCA input format:
```
! RIJCOSX wB97M-V def2-TZVPD def2/J DEFGRID3
* xyz 0 1
C 2.137 5.217 0.412
O 1.429 5.912 1.403
C 2.128 6.038 2.625
C 1.155 6.580 3.678
C 2.048 7.147 4.811
N 0.349 5.511 4.299
H 2.402 4.199 0.717
H 3.075 5.659 0.042
H 1.484 5.279 -0.460
H 2.585 5.102 2.975
H 2.975 6.732 2.526
H 0.500 7.310 3.206
H 3.053 6.730 4.802
H 1.568 6.977 5.776
H 2.093 8.239 4.777
H 0.925 4.953 4.917
H 0.051 4.916 3.534
C -0.880 -2.185 -2.496
O -0.807 -1.216 -1.468
C -0.187 -0.050 -2.014
C -0.178 1.053 -0.957
C -0.176 2.436 -1.607
N 0.879 0.960 0.073
H -1.499 -1.876 -3.340
H -1.171 -3.168 -2.126
H 0.111 -2.376 -2.929
H 0.779 -0.262 -2.483
H -0.919 0.281 -2.756
H -1.088 0.875 -0.375
H 0.230 3.124 -0.864
H -1.159 2.774 -1.920
H 0.542 2.460 -2.432
H 1.765 1.112 -0.419
H 0.992 -0.007 0.372
C -0.174 -2.974 1.334
O -1.530 -3.246 1.630
C -2.379 -2.126 1.596
C -2.672 -1.562 2.992
C -3.634 -2.486 3.719
N -3.206 -0.202 2.991
H -0.029 -2.726 0.282
H 0.377 -3.889 1.563
H 0.228 -2.243 2.044
H -1.967 -1.281 1.029
H -3.303 -2.465 1.121
H -1.736 -1.545 3.564
H -3.292 -3.519 3.754
H -4.647 -2.471 3.302
H -3.819 -2.168 4.751
H -2.930 0.224 2.105
H -4.221 -0.216 2.904
C -1.057 2.878 2.169
O -1.379 3.297 3.464
C -1.049 2.297 4.409
C -2.068 2.251 5.541
C -1.790 1.184 6.624
N -3.393 2.015 4.957
H 0.026 2.699 2.098
H -1.335 3.656 1.456
H -1.503 1.953 1.777
H -1.035 1.313 3.924
H -0.029 2.399 4.803
H -2.097 3.173 6.130
H -0.835 1.213 7.168
H -1.628 0.207 6.146
H -2.569 1.129 7.381
H -3.990 1.795 5.752
H -3.390 1.149 4.402
C 3.317 -3.585 -0.666
O 3.010 -3.771 -2.038
C 2.101 -4.859 -2.229
C 1.925 -4.837 -3.736
C 0.830 -5.772 -4.223
N 3.091 -5.117 -4.564
H 3.949 -4.434 -0.366
H 2.508 -3.567 0.070
H 3.944 -2.694 -0.626
H 2.429 -5.863 -1.926
H 1.150 -4.697 -1.710
H 1.638 -3.821 -4.024
H 0.749 -5.788 -5.309
H -0.201 -5.511 -3.944
H 0.922 -6.791 -3.833
H 3.567 -5.953 -4.230
H 3.773 -4.377 -4.419
N 3.843 1.335 -0.519
C 4.990 0.592 -0.566
N 5.311 0.023 0.641
O 5.656 0.441 -1.576
H 3.579 1.762 0.351
H 3.590 1.803 -1.373
H 4.787 0.304 1.448
H 6.228 -0.366 0.759
N -0.916 0.142 -7.547
C -0.777 -0.433 -6.320
N -1.318 0.310 -5.290
O -0.211 -1.497 -6.101
H -1.542 0.920 -7.595
H -0.622 -0.390 -8.346
H -1.556 -0.283 -4.513
H -2.045 0.981 -5.474
N -4.305 -4.303 -4.794
C -3.536 -3.297 -5.315
N -2.215 -3.648 -5.431
O -4.032 -2.260 -5.729
H -5.284 -4.096 -4.711
H -3.979 -5.216 -4.551
H -1.528 -2.993 -5.779
H -1.954 -4.545 -5.076
*
```

Here are the Löwdin charges for atoms 1 to 4, given in e: atom 1 (C): -0.1316, atom 2 (O): -0.1750, atom 3 (C): -0.2313, atom 4 (C): -0.3937



Entry 3:
Below is a molecular structure, CHI2NO, with properties calculated with ωB97M-V with the def2-TZVPD basis set.

The frontier orbital gap (spin up / spin down) is 6.66 / 6.66 eV. Its HOMO energy (spin up / spin down) is -0.3385 / -0.3385 Eh. The energy above the lowest of the compared OMol25 structures with the same formula, charge and spin is 28.76 kcal/mol. The LUMO energy (spin up / spin down) comes out at -2.552 / -2.553 eV.

The geometry in ORCA input format:
```
! RIJCOSX wB97M-V def2-TZVPD def2/J DEFGRID3
* xyz 0 1
C 0.427 -0.338 0.101
N -0.284 0.604 -0.442
O -0.158 -1.257 0.744
I -2.415 -0.840 0.572
I 0.912 2.069 -1.244
H 1.518 -0.237 0.269
*
```

Here are the natural (NBO) charges for atoms 1 to 4, given in e: atom 1 (C): 0.3817, atom 2 (N): -0.6866, atom 3 (O): -0.5589, atom 4 (I): 0.4011



Entry 4:
Below is 4 unconnected molecules or ions with the total composition H7O3S, with properties calculated with ωB97M-V with the def2-TZVPD basis set.

The frontier orbital gap is 7.46 eV. Its HOMO energy is -0.1249 Eh. The energy above the lowest of the compared OMol25 structures with the same formula, charge and spin is 15.38 kcal/mol. The LUMO energy comes out at 4.064 eV.

The geometry in ORCA input format:
```
! RIJCOSX wB97M-V def2-TZVPD def2/J DEFGRID3
* xyz -1 1
S 0.057 -0.009 -1.820
H 1.274 -0.315 -2.286
H -1.490 -0.712 -0.082
H -2.350 0.333 0.669
O -1.995 -0.541 0.730
H -0.068 2.385 0.083
H -0.127 1.191 0.892
O 0.158 2.112 0.982
H 2.130 -1.150 0.632
H 0.754 -1.477 0.071
O 1.657 -1.818 0.130
*
```

Here are the natural (NBO) charges for atoms 1 to 4, given in e: atom 1 (S): -1.0741, atom 2 (H): 0.1197, atom 3 (H): 0.5030, atom 4 (H): 0.4621



no.,E (eV)
1,-239435.438
2,-57708.079
3,-20789.422
4,-17092.960